(1)
65
Properties=species:S:1:pos:R:3 method="wB97M-V/def2-TZVPD" total_energy_ev=-230443.2676 e_above_lowest_ev=2.077 mol_weight_g_mol=994.45 lumo_ev=-0.56 total_charge=0
Ca 0.365 0.361 -0.602
O -1.190 1.740 0.494
N -1.525 2.977 0.250
C -2.577 3.463 0.947
C -3.062 4.720 0.808
C -2.443 5.523 -0.158
C -1.334 5.052 -0.861
C -0.834 3.739 -0.685
S 0.547 3.100 -1.461
H -3.008 2.785 1.643
H -3.916 5.046 1.356
H -2.748 6.544 -0.372
H -0.742 5.626 -1.554
N -3.119 -1.584 2.152
C -2.608 -1.245 3.381
C -3.029 -1.292 4.709
C -2.123 -0.900 5.693
C -0.812 -0.518 5.350
C -0.417 -0.472 4.026
C -1.306 -0.764 3.030
N -1.199 -0.711 1.634
C -2.293 -1.183 1.185
C -2.649 -1.234 -0.290
C -3.765 -1.843 -0.830
S -3.884 -1.495 -2.483
C -2.421 -0.544 -2.400
N -1.911 -0.563 -1.200
H -4.065 -1.842 1.912
H -4.024 -1.590 4.992
H -2.481 -0.876 6.716
H -0.105 -0.302 6.157
H 0.549 -0.053 3.773
H -4.467 -2.432 -0.293
H -1.943 -0.021 -3.198
Se 2.347 -2.213 1.444
Se 3.891 -2.900 -0.094
C 2.674 -3.070 -1.537
C 2.857 -4.160 -2.327
C 1.955 -4.470 -3.421
C 0.920 -3.694 -3.616
C 0.643 -2.507 -2.776
N 1.644 -2.149 -1.658
C 2.914 -0.349 1.661
C 3.735 -0.019 2.750
C 3.958 1.353 2.995
C 3.295 2.326 2.267
C 2.511 1.907 1.202
N 2.293 0.621 0.936
H 3.665 -4.873 -2.073
H 2.044 -5.450 -3.841
H 0.037 -4.042 -4.175
H -0.401 -2.394 -2.439
H 4.236 -0.771 3.311
H 4.629 1.656 3.820
H 3.313 3.391 2.608
H 2.024 2.661 0.551
C 2.986 -0.434 -4.574
O 2.723 -1.481 -3.683
C 1.597 -1.304 -2.849
O 1.208 -0.053 -2.654
H 4.039 -0.419 -4.747
H 2.633 0.495 -4.162
H 2.496 -0.598 -5.581
I -0.207 1.421 -4.767
I -2.115 2.309 -6.390

(2)
66
Properties=species:S:1:pos:R:3 method="wB97M-V/def2-TZVPD" multiplicity=4 s_squared=3.814 total_energy_ev=-131676.5365 e_above_lowest_ev=0.000 mol_weight_g_mol=746.96 lumo_ev="-6.44 / -9.21" total_charge=+2
V -1.313 -0.411 0.206
Cl -2.770 -0.031 2.233
C -1.657 0.183 3.589
C -2.117 -0.107 4.854
C -1.244 0.076 5.919
C 0.046 0.537 5.703
C 0.480 0.826 4.418
C -0.377 0.654 3.332
P 0.110 1.065 1.645
C 1.886 0.820 1.558
C 2.383 -0.448 1.865
C 3.745 -0.684 1.814
C 4.611 0.339 1.448
C 4.116 1.597 1.138
C 2.753 1.846 1.194
C -0.322 2.786 1.364
C -0.771 3.598 2.404
C -1.101 4.920 2.144
C -0.984 5.428 0.859
C -0.538 4.617 -0.178
C -0.213 3.294 0.067
H -3.125 -0.467 5.010
H -1.579 -0.145 6.923
H 0.717 0.675 6.540
H 1.488 1.184 4.248
H 1.706 -1.246 2.151
H 4.133 -1.663 2.060
H 5.676 0.154 1.407
H 4.794 2.393 0.860
H 2.371 2.832 0.963
H -0.861 3.208 3.409
H -1.447 5.553 2.949
H -1.242 6.459 0.661
H -0.449 5.016 -1.179
H 0.132 2.660 -0.739
N 0.410 -2.871 -7.023
C 0.567 -2.423 -5.790
C 0.011 -1.160 -5.410
C 0.181 -0.706 -4.135
C 0.896 -1.486 -3.213
C 1.475 -2.717 -3.574
C 1.310 -3.195 -4.840
S 1.271 -0.812 -1.593
O 0.826 0.555 -1.590
O 2.637 -1.170 -1.398
N 0.325 -1.466 -0.459
C -0.293 -2.651 -0.251
S -0.233 -4.201 -0.968
C -1.600 -4.666 -0.005
C -2.020 -3.644 0.765
N -1.260 -2.500 0.642
H -0.101 -2.340 -7.717
H 0.805 -3.755 -7.317
H -0.531 -0.575 -6.142
H -0.216 0.251 -3.828
H 2.083 -3.255 -2.859
H 1.754 -4.133 -5.145
H -1.985 -5.671 -0.054
H -2.848 -3.671 1.455
F -2.378 1.056 -0.675
P -3.313 0.114 -1.871
F -4.025 -0.875 -2.834
F -1.829 -0.566 -2.191
F -3.327 -1.004 -0.612
F -3.031 1.239 -2.913
F -4.598 0.776 -1.295

(3)
59
Properties=species:S:1:pos:R:3 method="wB97M-V/def2-TZVPD" multiplicity=2 s_squared=0.783 total_energy_ev=-81051.8673 mol_weight_g_mol=537.45 lumo_ev="-6.32 / -6.30" total_charge=+2
Co 0.099 0.044 -0.141
N -1.624 0.898 0.787
C -1.202 1.345 2.098
C -1.775 2.359 2.791
C -1.316 2.672 4.099
C -0.332 1.930 4.682
C 0.297 0.888 3.950
C 1.330 0.075 4.469
C 1.921 -0.858 3.666
C 1.524 -0.946 2.320
N 0.552 -0.227 1.798
C -0.100 0.653 2.631
H -2.172 0.043 0.872
H -2.244 1.587 0.379
H -2.612 2.907 2.370
H -1.781 3.484 4.641
H -0.016 2.129 5.699
H 1.641 0.198 5.500
H 2.706 -1.503 4.033
H 2.060 -1.609 1.652
O 2.484 -0.059 -0.217
C 3.155 1.025 -0.842
C 2.175 2.137 -1.111
C 2.651 3.268 -1.760
C 1.802 4.323 -2.006
C 0.485 4.224 -1.577
C 0.093 3.066 -0.949
N 0.899 2.012 -0.721
H 3.030 -0.386 0.502
H 3.631 0.701 -1.768
H 3.936 1.407 -0.184
H 3.692 3.310 -2.059
H 2.157 5.212 -2.510
H -0.221 5.030 -1.723
H -0.917 2.979 -0.577
O -0.090 -0.752 -6.916
N 0.170 -1.821 -6.403
O 0.521 -2.813 -6.987
C 0.166 -1.864 -4.913
C 0.796 -2.900 -4.346
C 0.872 -3.003 -2.912
C 1.403 -4.120 -2.242
C 1.361 -4.150 -0.872
C 0.838 -3.047 -0.186
N 0.374 -1.966 -0.790
C 0.370 -1.969 -2.143
C -0.288 -0.861 -2.771
N -0.802 0.050 -1.902
C -1.640 0.951 -2.384
C -1.958 1.031 -3.740
C -1.355 0.181 -4.629
C -0.483 -0.819 -4.145
H 1.237 -3.661 -4.977
H 1.811 -4.950 -2.807
H 1.713 -5.005 -0.311
H 0.766 -3.068 0.893
H -2.086 1.638 -1.685
H -2.668 1.773 -4.078
H -1.565 0.252 -5.685

(4)
68
Properties=species:S:1:pos:R:3 method="wB97M-V/def2-TZVPD" total_energy_ev=-146490.1533 e_above_lowest_ev=5.268 mol_weight_g_mol=821.53 lumo_ev="0.43 / 0.42" total_charge=-1
Mo -2.783 0.851 0.172
C -2.836 -0.536 3.831
O -2.034 -0.549 2.666
C -0.731 -0.167 2.801
C -0.012 -0.404 3.967
C 1.322 -0.050 4.076
C 1.956 0.563 3.012
C 1.256 0.812 1.852
C -0.089 0.450 1.708
N -0.769 0.718 0.528
N 0.048 1.079 -0.416
C -0.191 1.259 -1.689
C -1.452 1.018 -2.332
O -2.445 0.773 -1.547
C -1.548 1.030 -3.734
C -0.453 1.305 -4.500
C 0.795 1.637 -3.910
C 1.918 1.987 -4.683
C 3.098 2.365 -4.090
C 3.208 2.392 -2.697
C 2.140 2.020 -1.920
C 0.926 1.643 -2.504
H -2.715 -1.467 4.398
H -2.591 0.324 4.459
H -3.865 -0.439 3.485
H -0.495 -0.892 4.800
H 1.856 -0.265 4.991
H 2.991 0.860 3.089
H 1.726 1.316 1.027
H -2.517 0.830 -4.173
H -0.533 1.294 -5.580
H 1.828 1.960 -5.760
H 3.947 2.654 -4.696
H 4.130 2.710 -2.229
H 2.199 2.038 -0.846
O -0.829 3.591 0.852
Se -2.072 3.312 -0.119
O -3.299 4.278 0.223
O -3.379 1.439 1.564
O -1.639 3.529 -1.654
F -4.964 -0.551 -1.406
C -4.827 0.440 -0.452
F -5.081 1.605 -1.139
H -5.698 0.307 0.221
N 5.089 -1.618 2.163
C 3.983 -1.622 1.335
C 4.043 -1.039 0.066
C 2.978 -1.157 -0.808
C 1.846 -1.855 -0.429
C 1.763 -2.414 0.833
C 2.820 -2.298 1.714
S 0.540 -2.184 -1.608
O 0.935 -1.616 -2.866
O 0.299 -3.615 -1.575
N -0.754 -1.392 -1.040
C -1.694 -1.986 -0.383
S -1.801 -3.723 -0.130
C -3.276 -3.456 0.765
C -3.587 -2.151 0.801
N -2.699 -1.314 0.178
H 5.790 -0.921 1.970
H 4.915 -1.782 3.141
H 4.937 -0.510 -0.233
H 3.011 -0.724 -1.795
H 0.872 -2.955 1.111
H 2.762 -2.740 2.699
H -3.812 -4.286 1.177
H -4.456 -1.715 1.264

(5)
58
Properties=species:S:1:pos:R:3 method="wB97M-V/def2-TZVPD" total_energy_ev=-120493.8133 e_above_lowest_ev=0.642 mol_weight_g_mol=946.17 lumo_ev=-4.13 total_charge=+1
Ir 0.357 0.933 -2.327
C -4.348 1.316 -2.230
C -3.625 1.597 -0.951
N -4.308 1.860 0.131
C -3.660 2.136 1.280
C -2.298 2.165 1.393
C -1.688 2.428 2.750
O -0.717 3.469 2.767
C -1.518 1.864 0.238
C -0.095 1.848 0.397
N 0.801 1.292 -0.354
C 2.147 1.224 0.130
C 2.418 1.256 1.501
C 3.718 1.247 1.974
C 4.788 1.173 1.094
C 4.542 1.066 -0.264
C 3.237 1.081 -0.729
I 2.908 0.714 -2.769
C -2.192 1.573 -0.954
O -1.636 1.296 -2.110
H -5.418 1.403 -2.064
H -4.119 0.314 -2.600
H -4.037 2.014 -3.008
H -4.286 2.337 2.142
H -1.166 1.535 3.102
H -2.491 2.631 3.461
H -1.158 4.317 2.649
H 0.262 2.369 1.279
H 1.606 1.283 2.215
H 3.893 1.286 3.040
H 5.805 1.175 1.460
H 5.364 0.965 -0.960
Se 0.064 2.076 -4.606
C 0.594 3.097 -3.197
N 0.922 3.592 -2.195
Te -0.595 -1.385 -1.901
C 0.941 -2.822 -1.796
C 0.589 -4.110 -2.184
C 1.520 -5.133 -2.077
C 2.791 -4.867 -1.589
C 3.138 -3.579 -1.207
C 2.213 -2.550 -1.309
C -1.055 -1.455 0.151
C -2.386 -1.655 0.492
C -2.750 -1.674 1.833
C -1.786 -1.509 2.814
C -0.451 -1.328 2.465
C -0.081 -1.296 1.130
H -0.400 -4.323 -2.571
H 1.251 -6.136 -2.380
H 3.514 -5.667 -1.507
H 4.130 -3.374 -0.827
H 2.487 -1.548 -1.012
H -3.144 -1.780 -0.272
H -3.786 -1.824 2.104
H -2.070 -1.532 3.858
H 0.302 -1.219 3.235
H 0.959 -1.161 0.863

(6)
65
Properties=species:S:1:pos:R:3 method="wB97M-V/def2-TZVPD" total_energy_ev=-83139.3451 e_above_lowest_ev=0.000 mol_weight_g_mol=711.62 lumo_ev=2.14 total_charge=-1
Y -0.243 1.530 1.128
N -2.096 2.968 5.369
C -1.944 2.744 4.044
S -0.690 3.569 3.151
N -2.896 1.954 3.530
N -2.794 1.736 2.215
C -3.885 1.400 1.585
C -3.912 1.112 0.188
C -4.987 0.330 -0.270
C -5.183 0.162 -1.596
C -4.241 0.678 -2.539
C -3.130 1.344 -2.125
C -2.879 1.506 -0.720
O -1.713 1.980 -0.400
H -1.574 3.691 5.804
H -2.826 2.480 5.893
H -4.839 1.333 2.150
H -5.628 -0.134 0.478
H -5.983 -0.466 -1.973
H -4.413 0.475 -3.603
H -2.424 1.784 -2.821
C 2.908 2.086 4.080
C 2.491 0.769 3.566
N 1.371 0.543 2.900
C 1.324 -0.821 2.657
C 2.475 -1.397 3.190
N 3.189 -0.382 3.799
C 3.131 -2.741 2.942
O 2.434 -3.614 2.206
O 4.282 -2.921 3.329
C 0.077 -1.444 2.077
O -0.040 -2.695 2.111
O -0.821 -0.594 1.705
H 2.291 2.833 3.578
H 3.971 2.304 3.865
H 2.688 2.146 5.139
H 4.059 -0.480 4.301
H 1.433 -3.372 2.171
S 4.191 3.106 0.976
C 2.611 2.992 0.758
N 1.439 2.880 0.672
O 0.595 0.203 -0.644
S -0.004 -0.935 -1.534
C 1.229 -2.158 -1.827
C 0.858 -3.501 -2.011
C 1.864 -4.420 -2.308
C 3.200 -4.014 -2.288
C 3.570 -2.684 -2.055
C 2.548 -1.756 -1.733
C -0.078 -0.277 -3.199
C -0.937 -0.871 -4.127
C -1.107 -0.272 -5.371
C -0.569 0.989 -5.600
C 0.313 1.569 -4.696
C 0.528 0.938 -3.464
H -0.213 -3.744 -1.950
H 1.591 -5.422 -2.523
H 3.970 -4.722 -2.529
H 4.618 -2.390 -2.045
H 2.833 -0.742 -1.454
H -1.468 -1.788 -3.858
H -1.642 -0.831 -6.145
H -0.840 1.542 -6.536
H 0.798 2.508 -4.913
H 1.125 1.404 -2.699

(7)
59
Properties=species:S:1:pos:R:3 method="wB97M-V/def2-TZVPD" multiplicity=2 s_squared=0.766 total_energy_ev=-203604.3339 e_above_lowest_ev=0.000 mol_weight_g_mol=644.27 lumo_ev="-15.40 / -14.75" total_charge=+4
V -0.026 -0.038 -0.021
C 0.771 1.823 -2.644
C 0.807 2.534 -1.331
C 0.956 3.921 -1.271
C 1.021 4.557 -0.045
C 1.029 3.787 1.126
C 0.922 2.424 1.018
N 0.729 1.812 -0.195
C 1.097 1.465 2.115
C 1.620 1.692 3.374
C 1.848 0.598 4.207
C 1.628 -0.700 3.748
C 1.130 -0.861 2.468
N 0.837 0.208 1.709
C 1.150 -2.073 1.640
C 1.431 -3.347 2.066
C 1.783 -4.309 1.111
C 1.936 -3.921 -0.204
C 1.611 -2.617 -0.596
C 1.900 -2.156 -1.986
N 1.121 -1.748 0.307
H 1.759 1.875 -3.111
H 0.077 2.296 -3.337
H 0.493 0.771 -2.527
H 1.023 4.483 -2.195
H 1.099 5.636 0.011
H 1.152 4.258 2.093
H 1.893 2.689 3.694
H 2.263 0.757 5.196
H 1.892 -1.554 4.357
H 1.423 -3.587 3.121
H 2.002 -5.325 1.416
H 2.328 -4.604 -0.947
H 2.972 -2.277 -2.165
H 1.671 -1.097 -2.127
H 1.401 -2.771 -2.735
Br -5.378 -0.841 3.762
C -3.886 -0.547 2.693
C -3.101 0.606 2.848
C -1.993 0.759 2.057
N -1.632 -0.141 1.116
C -2.436 -1.219 0.902
C -3.542 -1.457 1.686
C -2.127 -1.953 -0.333
C -2.839 -3.042 -0.787
C -2.623 -3.504 -2.090
Br -3.542 -4.996 -2.739
C -1.738 -2.798 -2.909
C -1.032 -1.747 -2.369
N -1.175 -1.351 -1.091
H -3.357 1.361 3.579
H -1.372 1.634 2.181
H -4.171 -2.320 1.519
H -3.574 -3.533 -0.163
H -1.610 -3.075 -3.947
H -0.338 -1.204 -2.997
O -1.868 1.321 -1.225
H -2.634 0.933 -1.674
H -1.991 2.277 -1.331